20
Properties=species:S:1:pos:R:3:forces:R:3 method="wB97M-V/def2-TZVPD" e_tot_ha=-328.07155 orbital_gap_ev=8.28
C 1.20381 0.01720 -0.46643 -2.65 0.99 1.36
C 1.86454 1.31609 -0.08580 0.43 -0.11 -0.12
C 1.45492 -1.15208 0.44694 0.31 -0.02 -0.08
H 1.28068 -0.23191 -1.52114 -0.20 0.02 -0.04
H -0.08452 0.29615 -0.17949 3.51 -0.75 -1.13
H 1.53989 1.62573 0.90773 0.09 0.01 0.03
H 1.23402 -0.89026 1.48325 0.00 0.01 0.02
H 0.85319 -2.01439 0.15581 -0.02 -0.03 0.02
H 1.61563 2.10912 -0.79158 -0.03 0.01 0.02
H 2.95401 1.20652 -0.08734 0.05 0.11 0.08
H 2.50706 -1.45086 0.40578 0.00 -0.11 0.02
N -1.57842 0.84470 1.01904 1.29 -1.17 -1.97
C -1.35622 0.28340 -0.79025 -2.84 0.79 2.27
C -1.85564 -0.89651 -1.14689 0.05 0.15 0.21
O -2.20183 -0.22050 1.70488 -0.04 0.13 -0.36
H -1.47013 -0.78850 1.97860 -0.03 0.25 0.06
H -2.31655 1.54186 0.93630 -0.21 -0.30 -0.29
H -1.44786 1.17251 -1.39996 0.18 0.10 0.06
H -2.43529 -0.99870 -2.05153 0.48 -0.10 -0.41
H -1.76128 -1.76960 -0.51791 -0.35 0.02 0.26

---

20
Properties=species:S:1:pos:R:3:forces:R:3 method="wB97M-V/def2-TZVPD" e_tot_ha=-328.18812 orbital_gap_ev=10.55 smiles=CC(C)CN(C)O
C -0.30483 -0.14065 -1.91437 -0.05 -0.01 -0.20
C 0.77017 0.17226 -0.89266 -0.42 2.25 1.43
C 1.64198 -1.01890 -0.54272 0.02 0.03 0.11
C 0.21321 1.08420 0.49594 1.80 -2.57 -4.41
N -0.27013 0.08663 1.34643 -1.05 2.58 3.51
C -1.60156 -0.42222 1.05549 -0.18 0.02 0.37
O -0.60698 1.27300 2.53346 0.18 -2.31 -0.75
H -0.93637 -0.98242 -1.62498 0.00 0.05 0.04
H -0.94449 0.72555 -2.10621 0.02 -0.09 0.04
H 0.16108 -0.41701 -2.86812 -0.04 0.02 0.10
H 1.40736 0.96157 -1.30647 0.06 -0.20 -0.26
H 1.04495 -1.88459 -0.24694 0.03 0.04 0.08
H 2.24198 -1.31437 -1.41192 -0.12 0.04 0.08
H 2.33403 -0.78275 0.26963 -0.08 -0.06 -0.03
H -0.50989 1.82183 0.13554 0.03 -0.02 0.19
H 1.14642 1.52065 0.85457 -0.39 0.04 0.21
H -2.04568 -0.76697 1.99216 0.14 0.10 -0.08
H -2.26823 0.32510 0.61406 0.08 0.01 -0.09
H -1.53510 -1.30204 0.41080 0.21 0.19 -0.06
H 0.06208 1.06115 3.20633 -0.24 -0.11 -0.27

---

20
Properties=species:S:1:pos:R:3:forces:R:3 method="wB97M-V/def2-TZVPD" e_tot_ha=-328.25836 orbital_gap_ev=9.62 smiles=CCCCNCO
C 2.82619 0.74493 -0.09677 0.16 0.16 -1.20
C 1.60177 1.49522 0.45091 1.10 0.14 1.09
C 0.36823 1.40073 -0.39111 -2.16 -0.63 -0.99
C -0.06775 -0.04723 -0.61065 0.89 -0.65 0.07
N -0.58885 -0.61703 0.62765 -1.29 0.05 -0.28
C -1.65920 -1.59512 0.50699 -0.23 -1.08 1.35
O -2.65535 -1.33367 -0.44042 0.43 -0.59 -0.75
H 3.79134 1.01397 0.32967 -0.21 0.26 0.45
H 2.95671 0.95126 -1.17226 -0.13 -0.11 0.18
H 2.74966 -0.33962 0.00082 -0.17 0.05 0.05
H 1.46858 1.06843 1.45250 -0.58 0.09 -0.06
H 1.84947 2.54018 0.66363 0.06 -0.03 -0.28
H 0.43208 1.85054 -1.39168 0.61 0.11 0.21
H -0.56452 1.81233 0.01566 0.63 0.64 0.56
H -0.87481 -0.22461 -1.32247 0.17 0.70 -0.22
H 0.81598 -0.50889 -1.07872 -0.22 -0.77 0.34
H 0.00448 -0.97091 1.35126 0.83 0.28 -0.02
H -1.24997 -2.62378 0.40185 -0.33 0.32 -0.98
H -2.20591 -1.70277 1.45887 0.52 0.54 0.28
H -2.74050 -0.39510 -0.58313 -0.05 0.52 0.22

---

20
Properties=species:S:1:pos:R:3:forces:R:3 method="wB97M-V/def2-TZVPD" e_tot_ha=-328.11268 orbital_gap_ev="8.24 / 9.65"
C -2.10721 -0.63464 0.09326 1.35 1.83 -0.25
C -0.01039 -0.01946 -1.27964 -2.26 1.27 0.21
C -0.71616 1.40519 0.64119 0.84 3.02 -1.32
C 0.16337 -0.78347 1.14786 -0.85 0.50 0.23
C -0.65287 0.02914 0.12833 -0.30 -0.98 0.41
N 3.10307 -0.15241 -0.38102 0.87 -1.10 -1.09
O 2.59333 0.42503 0.60803 -0.28 -0.16 0.96
H -2.63069 -0.51665 -0.83498 0.04 -0.08 -0.83
H -2.77088 -0.21295 0.81746 -0.16 0.44 0.81
H -1.95679 -1.62831 0.34991 -0.15 -2.12 0.11
H -0.66138 0.51645 -2.05854 1.01 -0.70 1.15
H 1.00652 0.28388 -1.32352 0.52 0.62 0.08
H -0.04177 -1.04066 -1.44250 0.13 -2.23 -1.25
H -1.28871 1.51880 1.52050 -0.22 -0.12 1.47
H -1.21879 2.13784 -0.03331 0.12 -0.70 -0.11
H 0.31511 1.84064 0.72385 -0.83 -0.47 0.40
H 0.52454 -1.76030 0.84422 0.11 0.01 0.15
H 0.01776 -0.57438 2.24556 0.28 -0.26 -1.39
H 3.19903 -1.17352 -0.52071 -0.28 0.57 0.98
H 3.13291 0.33978 -1.24594 0.07 0.67 -0.73

---

20
Properties=species:S:1:pos:R:3:forces:R:3 method="wB97M-V/def2-TZVPD" e_tot_ha=-328.26292 orbital_gap_ev=9.28 smiles=CCNC[C@@H](C)O
C -1.88905 1.94633 -0.02642 0.52 -0.33 0.45
C -0.68673 1.26065 -0.66904 0.73 1.26 1.15
N 0.47469 1.31766 0.24366 0.05 -0.42 0.41
C 1.25600 0.12762 0.45673 -0.08 -0.97 -0.63
C 0.54645 -1.26675 0.60038 0.03 0.82 -0.78
C 0.28390 -1.91847 -0.76728 -0.45 -0.50 0.18
O 1.37599 -2.07180 1.40639 0.37 -0.64 0.22
H -2.78749 1.83785 -0.61744 -0.22 0.13 -0.12
H -2.05950 1.58350 0.99065 -0.17 -0.32 -0.14
H -1.62517 2.98705 0.10562 -0.21 0.44 -0.16
H -0.36916 1.91578 -1.47492 -0.36 -0.51 -0.88
H -0.89173 0.24385 -0.97165 -0.06 -0.06 -0.25
H 0.33043 1.77545 1.12907 -0.57 0.08 -0.10
H 1.84912 0.22403 1.36695 0.05 0.24 -0.16
H 1.92324 -0.02968 -0.40896 0.26 0.23 0.30
H -0.41956 -1.12823 1.09747 0.27 -0.17 0.37
H 0.49960 -2.98518 -0.77477 0.46 -0.13 0.30
H 0.85801 -1.45782 -1.56919 -0.16 0.08 -0.10
H -0.78384 -1.94907 -0.98942 0.01 0.52 -0.28
H 2.11481 -2.41276 0.87216 -0.46 0.26 0.23

---

20
Properties=species:S:1:pos:R:3:forces:R:3 method="wB97M-V/def2-TZVPD" e_tot_ha=-328.25896 orbital_gap_ev=9.88 smiles=CCCCNCO
C 1.16405 1.65598 1.55003 0.75 -0.11 0.22
C 1.03589 1.72249 0.02391 -0.71 -0.15 -0.33
C -0.39368 1.26804 -0.45762 1.72 0.29 0.27
C -0.38161 -0.13950 -0.98600 -1.02 -1.94 1.43
N -0.34524 -1.08092 0.18798 1.08 -0.22 0.52
C -1.09996 -2.29395 0.04796 -0.88 1.16 -1.19
O -1.09917 -2.82573 -1.28816 -1.21 -0.03 -0.21
H 0.51200 2.42700 1.96115 0.04 -0.03 0.20
H 2.19223 1.84563 1.89898 -0.27 0.26 -0.24
H 0.90735 0.70599 2.03991 -0.26 0.10 -0.56
H 1.20828 2.75185 -0.28553 -0.08 0.20 0.11
H 1.78868 1.17325 -0.54886 0.09 -0.29 0.38
H -0.76049 1.95466 -1.22331 -0.22 0.03 0.26
H -0.98062 1.23141 0.46628 -0.53 0.34 -0.56
H -1.32185 -0.39356 -1.47999 0.11 0.26 -0.27
H 0.43417 -0.49416 -1.60665 0.16 0.83 -0.64
H 0.61785 -1.24740 0.45754 -0.04 -0.08 -0.05
H -0.96382 -3.05403 0.83022 0.43 0.40 -0.22
H -2.12482 -1.88858 0.10046 -0.02 -0.85 0.10
H -0.38924 -3.31849 -1.68830 0.86 -0.16 0.79

---

20
Properties=species:S:1:pos:R:3:forces:R:3 method="wB97M-V/def2-TZVPD" e_tot_ha=-328.05728 orbital_gap_ev=3.45
C 0.69976 1.48995 0.62318 1.17 0.44 0.87
C -1.86215 -0.55653 1.04015 -0.84 0.51 -0.87
C -1.44086 -0.49087 -0.28013 1.27 -1.59 -0.07
C -1.94071 0.42438 -1.16447 -0.33 0.23 0.84
C -0.33946 -1.43869 -0.75971 -0.92 0.92 -0.03
N 1.76205 0.75148 1.28104 -0.03 0.37 -0.44
H -0.14005 1.65128 1.31410 -0.43 -0.26 -0.05
H 1.02997 2.48985 0.31438 -0.18 -0.05 -0.09
H -1.41108 -1.20936 1.77328 0.19 0.04 -0.05
H -2.76433 -0.02081 1.31239 0.15 0.20 0.28
H -2.77321 1.04381 -0.85055 0.03 0.19 -0.30
H -1.46692 0.55183 -2.12757 -0.21 0.03 -0.13
H -0.74777 -1.97903 -1.61089 0.00 -0.47 0.14
H 0.52532 -0.89417 -1.14518 0.31 -0.17 0.35
H -0.04184 -2.07658 0.06371 0.28 -0.25 -0.25
H 0.38622 0.92409 -0.23471 -0.36 0.12 -0.46
H 2.10661 -0.00203 0.61239 0.22 -0.48 -0.01
H 2.56667 1.35657 1.40656 -0.06 -0.04 0.16
H 3.31367 -0.93922 -1.05647 0.24 0.10 -0.04
O 2.53812 -1.07593 -0.51150 -0.50 0.17 0.14

---

20
Properties=species:S:1:pos:R:3:forces:R:3 method="wB97M-V/def2-TZVPD" e_tot_ha=-328.29433 orbital_gap_ev=10.60 smiles=CC(C)C[C@H](N)O
C -0.43473 -1.82777 0.08412 -0.14 0.03 -0.15
C -0.87017 -0.48131 0.65497 -0.35 0.88 -0.09
C -0.18008 -0.19858 1.98757 -0.04 -0.04 0.15
C -0.76583 0.74619 -0.34850 -0.15 -1.78 1.04
C 0.41463 0.69073 -1.29572 -1.27 1.94 -1.06
N 1.69650 0.82469 -0.68551 0.83 -0.04 0.53
O 0.21704 1.88363 -2.14342 0.77 -1.00 0.30
H 0.65285 -1.90144 -0.00900 -0.02 0.01 -0.05
H -0.87970 -2.00305 -0.90015 0.08 -0.04 0.06
H -0.75744 -2.64297 0.74160 0.08 0.14 -0.07
H -1.94340 -0.55840 0.87454 0.11 -0.06 0.00
H -0.55831 0.72715 2.43462 0.12 -0.08 -0.09
H -0.38003 -1.00515 2.70220 0.06 0.05 -0.09
H 0.90432 -0.11071 1.88052 -0.05 0.06 -0.02
H -0.76655 1.67892 0.22868 0.23 -0.14 -0.14
H -1.68622 0.74570 -0.94453 0.32 0.03 -0.12
H 0.36906 -0.17868 -1.95495 -0.28 0.12 -0.22
H 1.99177 -0.06341 -0.28779 0.02 0.19 0.10
H 2.37956 1.06850 -1.40016 -0.13 -0.15 0.06
H 0.59674 2.60596 -1.61911 -0.18 -0.12 -0.13

---

20
Properties=species:S:1:pos:R:3:forces:R:3 method="wB97M-V/def2-TZVPD" e_tot_ha=-328.20128 orbital_gap_ev=9.49 smiles="CC/C(C)=C/N.O"
C 0.23686 2.53928 -1.21552 0.07 -1.58 3.47
C 0.85471 1.48604 -2.15887 -1.04 0.59 -1.12
C 0.62591 0.19115 -1.45696 -0.27 -0.10 0.70
C 1.89067 -0.22644 -0.69677 0.96 -2.47 -1.00
C -0.63649 -0.28008 -1.39828 3.61 -1.53 1.74
N -1.14142 -1.21984 -0.46914 0.06 -2.15 0.50
H -0.72241 3.02638 -1.49101 0.67 -0.69 -0.02
H 0.12447 1.96349 -0.12395 -0.33 1.60 -2.73
H 0.92679 3.26019 -0.90077 1.03 1.64 -0.04
H 0.20487 1.59239 -3.02882 0.23 -0.53 -0.44
H 1.91107 1.57497 -2.53481 -1.01 0.45 0.79
H 2.67427 -0.12844 -1.44877 0.32 0.97 -0.04
H 2.03564 -1.35173 -0.73454 -0.93 0.84 1.14
H 2.33639 0.20133 0.24922 -1.29 -0.22 -0.90
H -1.38980 0.11466 -1.94118 -2.01 1.50 -2.20
H -0.88696 -2.22761 -0.58002 -0.35 1.19 -0.65
H -0.78212 -1.04793 0.44359 0.27 0.48 0.81
O -1.57250 -1.94880 5.68624 -0.43 -3.45 0.75
H -1.24226 -2.84337 6.10176 -0.68 2.72 -1.10
H -2.45002 -2.26469 5.34179 1.11 0.74 0.34

---

20
Properties=species:S:1:pos:R:3:forces:R:3 method="wB97M-V/def2-TZVPD" e_tot_ha=-328.22922 orbital_gap_ev=9.50 smiles="C=CCO.CNC"
C -1.95533 1.65794 -0.84166 1.00 0.67 0.78
C -0.75091 2.17137 -0.50462 -1.85 -1.47 -1.49
C -0.44028 2.63417 0.85313 -0.32 0.53 0.45
O 0.68856 1.89749 1.31872 -0.06 -0.19 0.34
H -2.18710 1.17017 -1.76107 0.27 0.04 -0.81
H -2.81324 1.67078 -0.18459 0.11 0.06 0.47
H 0.03316 2.11236 -1.25578 0.17 0.15 0.26
H -0.17559 3.69856 0.84730 -0.12 -0.01 0.14
H -1.36092 2.48134 1.46308 0.76 0.15 -0.10
H 0.53972 1.65911 2.23870 0.06 0.02 -0.06
C 1.45393 -2.74538 0.58293 0.03 -1.03 0.57
N 0.54449 -1.65158 0.30646 0.40 0.93 -0.14
C 0.14394 -1.69523 -1.11240 0.41 0.69 0.14
H 1.06450 -3.75780 0.27464 0.03 1.14 0.06
H 2.41886 -2.60907 0.07374 0.09 -0.19 0.17
H 1.58762 -2.83573 1.67689 0.26 0.16 -0.47
H 1.05977 -0.74859 0.57352 -1.30 -1.60 -0.91
H 0.99173 -1.67699 -1.80002 0.43 -0.04 -0.08
H -0.44816 -0.82007 -1.38277 -0.22 -0.14 0.23
H -0.39475 -2.61287 -1.36620 -0.16 0.13 0.45

---

Energy above the lowest of the compared OMol25 structures with the same formula, charge and spin
In order: 649.28; 343.22; 158.82; 541.28; 146.84; 157.22; 686.74; 64.38; 308.68; 235.30
Unit: kJ/mol